[1]
Formula: C30H26N3S2
Source: OMol25
Level of theory: ωB97M-V/def2-TZVPD

```
61
Properties=species:S:1:pos:R:3:forces:R:3
C 5.61582 -1.13447 3.30387 0.03 0.25 0.16
C 5.10439 0.09092 3.75565 -0.13 -0.47 0.17
C 3.71901 0.28853 3.78642 0.45 0.00 -0.57
C 2.88405 -0.64844 3.19193 1.51 0.00 0.30
N 1.56030 -0.32790 2.86145 -2.68 -0.23 0.08
C 0.77463 0.79638 2.96106 0.66 -2.03 0.36
N -0.53347 0.22928 2.98473 1.52 -1.02 0.31
C -1.74206 0.93690 3.06063 -0.54 1.01 0.22
C -1.64918 2.16839 3.70427 -0.35 0.08 -0.35
C -2.63275 3.11124 3.43548 -0.46 -0.01 0.51
C -3.81899 2.71533 2.79813 -0.11 -0.16 -0.22
C -3.96671 1.42546 2.27484 0.59 -0.25 0.30
C -2.88457 0.53658 2.37478 -0.17 0.14 -0.59
C -0.43929 -1.16957 2.81367 1.43 0.98 0.53
C -1.45335 -2.22889 3.03772 -0.57 -0.77 0.17
C -1.27004 -3.49730 2.43610 -0.24 0.61 -0.02
C -2.19115 -4.51406 2.66087 -0.42 0.02 0.23
C -3.31438 -4.32372 3.47897 0.34 0.45 0.27
C -3.44175 -3.11083 4.16790 0.34 0.03 -0.21
C -2.50722 -2.08899 3.96685 0.17 0.11 -0.42
N 0.81938 -1.48886 2.66238 -0.86 1.03 0.78
C 3.35452 -1.91237 2.84640 0.63 -0.02 -0.78
C 4.73295 -2.12498 2.86488 0.12 0.29 0.25
H 6.70418 -1.33635 3.32560 -0.83 0.27 -0.17
H 5.79268 0.89189 4.02873 -0.30 -0.26 0.24
H 3.26858 1.20684 4.13228 0.22 0.02 0.14
H -0.75807 2.36163 4.30834 -0.32 0.30 -0.30
H -2.48012 4.15362 3.73197 -0.27 -0.46 0.18
H -4.67274 3.38619 2.70286 0.44 0.11 -0.03
H -4.88246 1.11211 1.75028 0.54 0.26 0.38
H -2.91067 -0.43174 1.86473 -0.03 0.46 0.20
H -0.43409 -3.67447 1.76171 -0.14 0.11 0.18
H -2.04914 -5.48206 2.19804 0.06 0.08 -0.11
H -4.06117 -5.11265 3.62180 0.42 0.29 -0.11
H -4.25747 -2.93989 4.87262 0.23 -0.12 -0.25
H -2.61298 -1.15397 4.51274 -0.05 -0.21 -0.08
H 2.66409 -2.65998 2.45676 0.47 0.27 0.12
H 5.16253 -3.03633 2.47372 -0.22 -0.22 0.17
C 1.75770 5.54512 5.40795 -1.01 0.07 -0.80
C 2.76687 4.60080 5.29319 0.29 -0.17 -0.96
C 2.81391 3.73871 4.17884 -0.39 -0.42 0.21
C 1.69131 3.62153 3.31635 -0.53 -0.98 1.23
C 1.40578 2.31499 2.47464 -0.07 -0.51 -0.81
S 0.06620 2.40187 1.29770 -2.01 0.00 -0.31
C 0.70030 3.25444 -0.05615 0.79 2.20 -1.97
C 1.77459 2.47741 -0.91949 -0.02 0.31 0.41
C 2.33513 1.33144 -0.07042 0.03 -0.22 -0.14
S 2.91332 1.97514 1.53137 0.46 0.18 -0.43
C 0.71146 4.61144 3.41956 -0.06 0.37 0.59
C 0.75495 5.59616 4.42575 0.61 -0.39 -0.38
H 1.71404 6.27925 6.19974 0.23 -0.16 0.19
H 3.54394 4.55043 6.04483 0.15 0.08 -0.18
H 3.71714 3.13929 3.99054 -0.59 0.12 0.36
H -0.16035 3.59542 -0.70728 0.72 -0.62 0.85
H 1.07123 4.22274 0.39272 0.15 -0.89 -0.88
H 1.41180 2.10863 -1.89739 -0.26 0.10 0.64
H 2.57253 3.18502 -1.16602 -0.01 -0.14 0.13
H 1.61794 0.51294 0.04105 -0.10 0.24 0.27
H 3.21039 0.81781 -0.48148 0.08 0.46 -0.11
H -0.11492 4.64650 2.72732 -0.15 -0.24 -0.09
H 0.00708 6.39376 4.41493 0.25 -0.34 0.14
```
Positions in Å, forces in eV/Å.

Its charge is +1. For the energy above the lowest of the compared OMol25 structures with the same formula, charge and spin, the calculation gives 57.5 kJ/mol. As for the multiplicity: 1.

***

[2]
Formula: C47H68F6INO10S
Source: OMol25
Level of theory: ωB97M-V/def2-TZVPD

```
134
Properties=species:S:1:pos:R:3:forces:R:3
C -0.34967 -7.73218 1.83629 -0.64 -0.29 0.62
C -0.53598 -6.54082 2.89522 1.23 -0.39 0.30
C 0.09993 -7.07307 4.30604 -0.27 0.65 -0.31
C 0.36722 -5.23134 2.50878 -0.46 -0.92 -0.11
C 0.37473 -4.93776 0.94339 0.51 0.60 -2.35
C 1.72142 -5.05802 0.13969 -2.65 0.97 -1.73
C 3.12856 -5.42054 0.79780 -0.81 0.41 -1.26
C 3.64545 -6.91431 0.48682 4.55 0.13 3.07
O 4.73272 -7.25088 1.03678 -4.90 1.11 -2.62
I 2.62175 -8.31651 -0.82778 0.30 0.68 0.48
C 1.74221 -4.79184 -1.41332 -3.59 0.45 2.07
C 0.43213 -4.42223 -2.16206 1.14 -0.83 4.39
C -0.85513 -4.29457 -1.30872 1.08 -0.74 0.97
C -0.96268 -4.52764 0.21608 4.80 -0.82 -1.88
N -2.16651 -4.39370 1.05639 -0.90 1.76 -2.60
C -2.35725 -3.02752 1.60530 -0.26 1.41 0.78
F -3.53623 -2.38054 1.07188 2.40 -1.24 1.13
F -2.64913 -3.19935 3.01755 0.51 0.47 -2.69
C -1.14280 -2.02510 1.42554 3.62 2.86 1.11
C -0.75683 -1.25747 0.14417 1.29 0.22 1.73
C 0.45362 -0.27848 0.03760 -1.36 -2.24 3.85
C 1.27848 -0.04132 1.31874 -2.00 -1.56 0.35
C 0.94002 -0.74078 2.67226 -2.71 -1.08 -3.11
C 1.72908 -0.49913 4.03223 -0.54 -0.34 -0.37
F 3.10145 -0.33053 3.73805 -2.95 -0.08 1.26
F 1.56055 -1.62977 4.87184 0.75 2.50 -1.57
F 1.22415 0.61546 4.78799 1.66 -2.55 -1.87
C -0.25754 -1.74189 2.69496 0.65 1.63 -2.18
C -3.42511 -4.73215 0.35308 -4.82 -2.27 -1.05
C -4.60070 -5.29138 1.23676 -0.54 0.32 -3.68
C -6.00807 -5.64780 0.63355 2.64 1.18 -1.11
C -7.11217 -6.16123 1.69416 0.37 1.17 -0.37
C -8.62766 -5.86637 1.25035 -0.73 -0.28 0.44
C -9.47041 -4.99777 2.32308 -0.06 -0.40 0.25
F -9.78062 -3.66434 1.85522 0.56 -1.86 0.44
C -6.26006 -5.46652 -0.88639 3.39 1.00 1.47
C -5.11939 -4.91839 -1.78528 0.29 -0.58 3.69
C -3.73134 -4.55567 -1.15002 -1.60 -0.93 1.65
S -2.40498 -3.84269 -2.25209 0.14 -1.06 1.99
H -1.02502 -8.60521 2.17316 0.98 1.28 -0.53
H 0.72448 -8.14563 1.87569 -1.55 0.85 -0.28
H -0.66252 -7.44909 0.77649 0.59 -0.34 1.40
H -1.64042 -6.25613 3.01120 1.69 -0.38 -0.25
H 0.81208 -7.94303 4.04221 -1.15 1.36 0.78
H -0.70708 -7.36967 5.05976 1.17 0.08 -1.16
H 0.69554 -6.21799 4.80810 -0.87 -1.43 -0.76
H -0.04189 -4.38288 3.15480 0.58 -0.91 -1.19
H 1.41638 -5.47001 2.92989 -1.57 0.54 -1.10
H 3.90724 -4.71831 0.30727 -1.12 -1.29 0.75
H 3.19994 -5.22960 1.91806 -0.21 -0.52 -1.55
H 2.73045 -4.86848 -1.97363 -1.56 0.10 0.82
H 0.49519 -4.23959 -3.28427 -0.51 -0.26 1.82
H -1.36914 -1.41909 -0.81207 0.92 0.19 1.68
H 0.65592 0.21671 -0.97908 -0.18 -0.80 2.01
H 2.16189 0.67435 1.30969 -1.31 -1.05 -0.10
H -0.49818 -2.25199 3.69654 0.32 0.91 -1.89
H -4.44089 -5.43382 2.35692 -0.16 0.29 -1.76
H -6.94227 -5.57878 2.68003 -0.02 -1.00 -1.60
H -6.94782 -7.26572 1.92264 -0.26 1.45 -0.43
H -8.72893 -5.34158 0.24105 0.28 -0.72 1.44
H -9.15765 -6.88260 1.17656 0.66 1.54 -0.07
H -8.88970 -4.88764 3.29952 -0.68 0.02 -1.34
H -10.46916 -5.50763 2.58801 1.46 0.90 -0.65
H -7.27890 -5.71298 -1.34715 1.81 0.41 0.75
H -5.32841 -4.77327 -2.90474 0.62 -0.21 1.98
C 5.36849 6.99445 1.09693 -0.24 -0.01 -0.19
O 4.48999 6.44137 0.13539 0.03 -0.15 0.24
C 5.00387 5.24728 -0.44375 -0.45 0.32 -0.11
C 3.87128 4.39542 -1.00617 0.21 -0.21 0.18
O 3.16937 3.65356 -0.00651 -0.03 0.29 -0.02
C 2.32646 4.41634 0.86173 -0.20 -0.26 -0.13
C 1.06137 4.92310 0.17846 0.38 0.46 0.14
O 1.34968 6.07074 -0.61510 0.02 -0.21 -0.26
C 0.42874 6.23591 -1.67562 0.17 0.12 0.25
H 6.31746 7.27985 0.63304 0.11 -0.01 0.10
H 4.89610 7.88373 1.51740 0.00 -0.06 -0.13
H 5.54293 6.28218 1.91037 0.15 -0.01 0.00
H 5.55678 4.66575 0.30398 -0.01 -0.03 -0.04
H 5.68396 5.53608 -1.25283 0.15 -0.19 -0.08
H 4.31343 3.64284 -1.66614 0.01 -0.03 0.15
H 3.18242 4.98274 -1.61536 0.06 0.21 0.13
H 2.88258 5.22145 1.34342 -0.09 0.16 -0.18
H 2.02450 3.72405 1.65371 -0.01 -0.05 -0.13
H 0.32986 5.22306 0.93775 -0.11 -0.24 0.08
H 0.63675 4.12320 -0.43843 0.00 -0.03 0.03
H 0.44429 5.36410 -2.33742 -0.14 -0.06 -0.02
H 0.72659 7.11204 -2.25372 0.03 -0.03 0.13
H -0.58197 6.39536 -1.28551 -0.09 -0.07 -0.12
C 7.81556 3.02668 -8.52868 -0.28 0.12 0.10
O 6.48238 3.02147 -8.05490 0.20 -0.14 0.16
C 5.88024 1.73498 -8.14672 -0.20 0.50 0.13
C 4.72740 1.61215 -7.15640 0.19 -0.26 0.02
O 5.15458 1.35809 -5.81626 0.04 0.29 -0.14
C 5.77653 2.45073 -5.13735 -0.25 -0.14 0.20
C 4.79759 3.55033 -4.73969 0.37 0.19 -0.49
O 4.48991 4.37234 -5.86106 -0.27 -0.20 0.00
C 3.22832 4.99977 -5.73729 0.30 0.01 -0.06
H 7.84842 2.76404 -9.59034 0.13 -0.07 -0.03
H 8.21895 4.03218 -8.39803 -0.14 -0.05 -0.03
H 8.43114 2.33237 -7.94688 0.06 -0.09 -0.11
H 6.61875 0.95061 -7.94098 -0.04 -0.02 0.01
H 5.50215 1.61684 -9.16812 -0.05 -0.24 -0.05
H 4.13358 0.73797 -7.43999 0.13 -0.02 0.07
H 4.06006 2.47408 -7.19933 0.20 0.14 -0.08
H 6.61926 2.84181 -5.70867 -0.16 0.20 -0.09
H 6.18944 2.02214 -4.21904 -0.13 -0.04 -0.03
H 5.25562 4.19186 -3.97753 -0.01 -0.12 0.22
H 3.88738 3.09595 -4.33209 0.01 -0.04 0.02
H 2.43420 4.25170 -5.64803 -0.09 0.02 0.11
H 3.04835 5.58650 -6.63930 0.12 -0.04 0.06
H 3.21543 5.66907 -4.87048 -0.15 0.00 0.05
C -2.63400 7.24363 3.39279 -0.22 -0.24 0.07
O -3.45984 6.11415 3.18372 0.30 -0.01 -0.07
C -3.62499 5.81269 1.80265 -0.25 -0.22 0.47
C -4.00359 4.34736 1.61612 0.25 0.06 -0.20
O -2.89075 3.45659 1.71612 -0.11 0.20 0.22
C -2.34919 3.27172 3.02604 -0.05 -0.33 -0.13
C -3.24474 2.43975 3.93758 0.02 0.56 0.17
O -4.31104 3.23462 4.44847 -0.17 -0.12 -0.25
C -5.44155 2.45853 4.79505 0.21 0.22 0.05
H -3.08416 8.13755 2.95056 0.12 0.10 -0.05
H -2.52836 7.39321 4.46857 -0.11 -0.05 -0.09
H -1.63757 7.07251 2.97125 0.02 0.12 -0.09
H -2.69908 6.01984 1.25184 -0.01 -0.03 -0.03
H -4.42643 6.45197 1.41626 0.00 0.01 -0.25
H -4.37932 4.22557 0.59563 0.14 0.01 0.02
H -4.80948 4.04622 2.28685 0.08 0.19 0.17
H -2.07913 4.22639 3.47943 -0.23 0.00 0.14
H -1.41676 2.71826 2.87735 -0.11 -0.06 -0.08
H -2.66265 2.07952 4.79372 0.14 -0.19 -0.09
H -3.63555 1.58248 3.37814 0.04 0.00 -0.03
H -5.82046 1.91976 3.92098 -0.01 -0.14 0.03
H -6.22317 3.13230 5.14933 0.14 0.02 0.00
H -5.19263 1.75281 5.59449 -0.10 -0.12 -0.03
```
Positions in Å, forces in eV/Å.

As for the multiplicity: 1.

***

[3]
Formula: C6H10O
Source: OMol25
Level of theory: ωB97M-V/def2-TZVPD

```
17
Properties=species:S:1:pos:R:3:forces:R:3
C -1.26152 -0.33264 0.31289 0.04 -0.02 0.04
C -0.25300 -1.17448 -0.44631 -0.16 -0.10 0.03
O 1.08719 -0.63299 -0.28960 0.14 0.14 0.01
C 1.95750 -0.83020 1.09833 -0.28 -0.32 0.03
C 1.19670 0.73168 -0.57969 -0.23 0.30 -0.04
C 0.14737 1.54294 -0.57026 0.19 -0.16 -0.03
C -1.24854 1.10358 -0.22031 -0.04 0.00 -0.01
H -0.99918 -0.35220 1.37611 -0.04 0.02 -0.14
H -2.25489 -0.78311 0.21263 0.15 0.05 0.02
H -0.18019 -2.19956 -0.08142 -0.01 0.16 -0.01
H -0.46118 -1.17945 -1.52303 0.07 0.03 0.14
H 1.12514 -0.69646 1.81804 0.22 -0.02 -0.07
H 2.11284 -1.91960 1.01449 -0.03 0.11 0.02
H 2.22720 0.99137 -0.76870 -0.14 0.03 0.05
H 0.32656 2.58523 -0.81398 -0.03 -0.13 -0.02
H -1.89040 1.18614 -1.10798 0.09 -0.01 0.10
H -1.67001 1.78604 0.52659 0.04 -0.09 -0.11
```
Positions in Å, forces in eV/Å.

For the energy above the lowest of the compared OMol25 structures with the same formula, charge and spin, the calculation gives 420.7 kJ/mol. As for the multiplicity: 1.

***

HOMO, record by record: -11.2, -8.1, -7.4 eV
DFT total energy, record by record: -57663.9160, -107029.4347, -8426.8798 eV
Strongest force on any atom, record by record: 3.06, 5.67, 0.43 eV/A